Record 1
C49H35Cl6GeN2O6PSTc | ωB97M-V/def2-TZVPD

## Properties
Strongest force on any atom ... 2.9 eV/Å
ΔE to the lowest compared entry with this formula, charge and spin ... 71.0 kJ/mol
HOMO energy ... -11.3 eV
LUMO ... -4.46 eV

ORCA input file:
```
! wB97M-V def2-TZVPD RIJCOSX def2/J DEFGRID3
* xyz 1 1
Tc 0.622 1.407 0.558
Ge -2.222 -1.169 0.098
Cl -1.556 0.975 6.118
Cl -4.463 3.016 2.086
Cl 0.709 0.364 4.166
Cl -2.046 2.464 0.143
Cl -4.147 2.344 5.123
Cl 1.205 3.580 -1.361
S 0.564 -0.394 -1.252
P 2.691 0.310 0.891
O -1.573 1.517 -7.358
O 1.990 2.701 -0.489
O 0.711 4.622 -0.557
O 0.556 2.109 -7.481
O 2.030 3.995 -2.407
O 0.141 2.763 -1.835
N 3.188 1.170 2.266
N 1.415 2.677 2.042
C -4.780 0.224 -3.048
C 0.084 0.141 -2.886
C -3.231 -0.942 1.788
C -1.993 1.979 1.802
C 5.350 0.554 0.250
C -0.812 1.341 2.180
C 2.868 -1.468 1.193
C -0.252 1.071 -5.450
C -4.581 -0.928 4.220
C -1.731 1.359 4.456
C -2.629 -4.018 0.261
C -4.516 -0.425 1.873
C 3.507 -3.636 0.361
C -1.621 -3.072 0.105
C -0.550 -0.096 0.024
C 2.640 4.460 3.767
C 3.249 3.266 3.447
C -2.629 -1.448 2.935
C -0.717 1.061 3.541
C -0.315 -3.509 -0.063
C 4.063 0.659 -0.278
C 1.093 -0.061 -3.820
C 1.404 4.761 3.199
C 6.277 1.446 -1.772
C -3.297 -1.443 4.144
C -3.036 2.286 2.666
C -2.903 1.969 4.018
C 6.448 0.939 -0.494
C -4.151 0.088 -1.821
C 2.612 2.379 2.570
C 5.010 1.497 -2.326
C 2.243 -2.075 2.278
C -1.268 1.223 -4.511
C -2.347 -5.371 0.229
C -2.905 -1.775 -2.673
C -3.528 -1.635 -3.900
C -3.212 -0.918 -1.621
C 3.909 1.089 -1.590
C -1.042 -5.795 0.038
C -4.469 -0.636 -4.088
C 2.268 -3.451 2.406
C -5.183 -0.405 3.088
C 2.901 -4.234 1.454
C 0.929 0.421 -5.102
C 3.487 -2.260 0.225
C -0.495 1.578 -6.843
C 0.834 3.840 2.350
C -0.029 -4.864 -0.104
C -1.095 0.780 -3.214
H 1.993 -0.586 -3.532
H -3.277 -2.302 -4.714
H -3.146 -6.089 0.344
H 1.708 0.260 -5.833
H -0.130 4.039 1.899
H -4.945 -0.521 -5.051
H 3.121 5.154 4.438
H 4.090 1.004 2.698
H 3.991 -4.237 -0.393
H 2.927 -5.306 1.568
H 0.491 -2.795 -0.160
H 7.436 0.853 -0.071
H -2.821 -1.848 5.026
H -0.815 -6.849 -0.001
H -6.184 0.001 3.146
H -5.509 1.007 -3.199
H -1.634 -1.867 2.864
H -4.374 0.786 -1.027
H 3.961 -1.792 -0.625
H 0.990 -5.189 -0.254
H -5.009 -0.052 0.986
H -2.161 -2.549 -2.524
H 4.219 3.011 3.845
H 1.345 2.195 -6.930
H 5.492 0.151 1.243
H -1.856 0.937 -2.472
H 0.899 5.687 3.411
H -2.183 1.710 -4.810
H 1.751 -1.462 3.013
H 1.783 -3.918 3.246
H 2.933 1.133 -2.047
H 7.130 1.786 -2.336
H -5.120 -0.942 5.156
H 4.874 1.873 -3.329
H -3.646 -3.682 0.411
*
```

Mulliken atomic charge list, values in e, 99 entries:
1. Tc -0.738
2. Ge 2.996
3. Cl -0.137
4. Cl -0.100
5. Cl -0.255
6. Cl 0.009
7. Cl -0.120
8. Cl 1.828
9. S 0.100
10. P 2.650
11. O -0.528
12. O -0.843
13. O -0.655
14. O -0.466
15. O -0.675
16. O -0.569
17. N 0.373
18. N 0.673
19. C -1.008
20. C 0.791
21. C 0.472
22. C 1.527
23. C -0.921
24. C -0.982
25. C 0.547
26. C 0.150
27. C -0.859
28. C 0.006
29. C -0.911
30. C -0.539
31. C -0.765
32. C -0.326
33. C 0.879
34. C -0.624
35. C -1.184
36. C -0.454
37. C 0.867
38. C 0.543
39. C 0.123
40. C -0.908
41. C -1.287
42. C -0.604
43. C -0.759
44. C 0.066
45. C 0.287
46. C -0.887
47. C 0.195
48. C 0.079
49. C -1.261
50. C -0.196
51. C -1.062
52. C -0.768
53. C -0.048
54. C -0.816
55. C 0.050
56. C -0.082
57. C -0.718
58. C -0.613
59. C -0.648
60. C -0.642
61. C -0.710
62. C -1.118
63. C -0.890
64. C 0.373
65. C -0.555
66. C -0.767
67. C -0.499
68. H 0.658
69. H 0.451
70. H 0.435
71. H 0.563
72. H 0.536
73. H 0.454
74. H 0.464
75. H 0.397
76. H 0.440
77. H 0.404
78. H -0.320
79. H 0.450
80. H 0.501
81. H 0.411
82. H 0.444
83. H 0.435
84. H 0.421
85. H 0.322
86. H 0.412
87. H 0.532
88. H 0.298
89. H 0.385
90. H 0.506
91. H 0.342
92. H 0.411
93. H 0.514
94. H 0.530
95. H 0.610
96. H 0.002
97. H 0.467
98. H 0.638
99. H 0.429

=====

Record 2
CH5NO3Si | ωB97M-V/def2-TZVPD

## Properties
Structure (SMILES) ... O=[N+]([O-])[C@@H](O)[SiH3]
Strongest force on any atom ... 2.5 eV/Å
ΔE to the lowest compared entry with this formula, charge and spin ... 248.4 kJ/mol
HOMO energy ... -10.0 eV
LUMO ... 0.22 eV

ORCA input file:
```
! wB97M-V def2-TZVPD RIJCOSX def2/J DEFGRID3
* xyz 0 1
Si -1.177 0.777 -0.152
O 0.543 -0.686 1.659
O 1.045 -1.275 -1.729
O 2.238 0.282 -0.708
N 1.263 -0.452 -0.836
C 0.017 -0.710 0.424
H -0.782 0.906 -1.489
H 0.212 0.149 2.143
H -2.630 0.908 0.022
H -0.574 1.772 0.680
H -0.154 -1.672 -0.014
*
```

Calculated atomic charges, method Mulliken, unit e:
1. Si 0.521
2. O -0.456
3. O -0.516
4. O -0.524
5. N 0.729
6. C -0.278
7. H -0.077
8. H 0.351
9. H -0.138
10. H -0.143
11. H 0.532

=====

Record 3
C6H6N2 | ωB97M-V/def2-TZVPD

## Properties
Strongest force on any atom ... 4.6 eV/Å
ΔE to the lowest compared entry with this formula, charge and spin ... 804.9 kJ/mol
HOMO energy ... -8.1 eV
LUMO ... 0.01 eV

ORCA input file:
```
! wB97M-V def2-TZVPD RIJCOSX def2/J DEFGRID3
* xyz 0 1
N 0.148 0.591 -0.280
N 1.200 -0.339 -0.202
C 2.397 0.347 0.232
C -3.002 -0.330 -0.143
C -2.290 0.949 -0.098
C -1.977 -0.764 0.535
C -1.060 0.396 -0.005
C 1.025 -1.596 -0.431
H 2.786 0.944 -0.593
H 3.117 -0.499 0.592
H 1.947 -2.101 -0.362
H 2.142 1.205 0.843
H -3.917 -0.663 -0.538
H -2.516 1.862 0.452
*
```

Calculated atomic charges, method Mulliken, unit e:
1. N -0.820
2. N 0.488
3. C -0.765
4. C -0.062
5. C -0.344
6. C -0.487
7. C 0.734
8. C -0.429
9. H 0.302
10. H 0.273
11. H 0.193
12. H 0.298
13. H 0.401
14. H 0.217